Here is a 2-piece molecular cluster, C6H9N overall in a non-equilibrium geometry from OMol25. Energies are from ωB97M-V/def2-TZVPD.

SMILES string   [H]/N=C(/C)C=C.C#C
Charge   0
Max |F|   0.091 Eh/bohr

```
16
C6H9N, DFT ωB97M-V/def2-TZVPD
C -0.49 -1.64 -0.16
C -0.83 -0.30 0.43
C 1.49 0.21 1.42
C 1.84 0.73 0.35
C -0.24 0.95 -0.27
C -0.15 0.95 -1.65
N -1.79 -0.26 1.27
H -2.03 0.68 1.57
H 1.31 -0.04 2.44
H 2.67 0.98 -0.28
H -0.63 1.84 0.22
H 0.56 -1.68 -0.44
H -1.10 -1.82 -1.05
H -0.69 -2.42 0.57
H 0.34 1.76 -2.17
H -0.25 0.05 -2.24
```

=====

Here is C28H34IN2OPRu as an isolated structure in a non-equilibrium geometry from OMol25. Energies are from ωB97M-V/def2-TZVPD.

Charge   +1
Max |F|   0.061 Eh/bohr
Multiplicity   2
<S²>   0.7771

```
68
C28H34IN2OPRu, DFT ωB97M-V/def2-TZVPD
Ru 0.61 -0.10 0.54
I 0.00 1.39 2.78
C -1.26 2.47 1.49
C -1.05 3.76 1.10
C -2.05 4.37 0.31
C -3.19 3.68 -0.03
C -3.40 2.34 0.39
C -4.56 1.58 0.11
C -4.72 0.33 0.62
C -3.70 -0.29 1.41
C -2.57 0.41 1.63
C -2.39 1.72 1.17
H -0.18 4.32 1.41
H -1.93 5.39 0.00
H -3.96 4.16 -0.62
H -5.33 2.02 -0.51
H -5.62 -0.24 0.42
H -3.86 -1.29 1.81
O -0.81 -0.69 -0.78
C -1.66 -1.69 -0.71
C -2.83 -1.63 -1.49
C -3.78 -2.62 -1.44
C -3.59 -3.74 -0.62
C -2.42 -3.84 0.11
C -1.45 -2.84 0.06
C -0.18 -3.04 0.72
N 0.72 -2.13 1.10
C 1.82 -2.81 1.61
C 1.57 -4.14 1.56
N 0.32 -4.26 1.00
H -2.94 -0.76 -2.13
H -4.67 -2.54 -2.04
H -4.34 -4.51 -0.55
H -2.28 -4.71 0.74
H 2.68 -2.30 1.98
H 2.16 -4.99 1.86
H -0.15 -5.13 0.80
C 5.39 0.60 0.23
C 4.05 -0.09 0.49
C 3.62 0.18 1.94
P 2.65 0.31 -0.66
C 2.88 -0.76 -2.16
C 4.34 -1.03 -2.54
C 2.12 -2.08 -1.97
C 2.74 2.04 -1.30
C 3.90 2.39 -2.24
C 2.66 3.03 -0.12
H 6.10 0.28 1.00
H 5.30 1.68 0.32
H 5.82 0.36 -0.74
H 4.17 -1.17 0.36
H 3.53 1.25 2.13
H 4.36 -0.23 2.63
H 2.66 -0.29 2.17
H 2.39 -0.20 -2.96
H 4.83 -1.64 -1.78
H 4.91 -0.11 -2.68
H 4.36 -1.58 -3.48
H 2.58 -2.69 -1.19
H 2.14 -2.65 -2.90
H 1.08 -1.90 -1.71
H 1.81 2.12 -1.86
H 4.87 2.18 -1.80
H 3.85 3.46 -2.45
H 3.82 1.86 -3.19
H 3.60 3.07 0.42
H 1.87 2.74 0.58
H 2.43 4.03 -0.49
```

=====

Here is the molecule C3H5N3O from OMol25. Energies are from ωB97M-V/def2-TZVPD.

SMILES string   Nc1c[nH]c(=O)[nH]1
Charge   0
Max |F|   0.009 Eh/bohr

```
12
C3H5N3O, DFT ωB97M-V/def2-TZVPD
N -0.38 0.07 -2.05
C -0.21 -0.02 -0.66
C -0.46 -1.09 0.11
N -0.03 -0.79 1.40
C 0.50 0.48 1.47
O 0.97 1.04 2.45
N 0.39 0.95 0.18
H 0.51 0.22 -2.52
H -1.07 0.74 -2.37
H -0.88 -2.05 -0.16
H -0.05 -1.40 2.20
H 0.71 1.88 -0.05
```

=====

Here is the molecule C3H6OS in a non-equilibrium geometry from OMol25. Energies are from ωB97M-V/def2-TZVPD.

SMILES string   CO[C@H]1CS1
Charge   0
Max |F|   0.093 Eh/bohr

```
11
C3H6OS, DFT ωB97M-V/def2-TZVPD
C 1.72 -0.29 -0.18
C 0.50 0.15 0.61
C -1.72 -0.04 -0.10
O -0.55 -0.72 0.40
S 1.05 1.19 -0.95
H 2.74 -0.25 0.20
H 1.34 -1.21 -0.67
H 0.76 0.73 1.42
H -1.57 0.27 -1.16
H -1.62 0.89 0.45
H -2.66 -0.72 -0.02
```

=====

Here is the molecule C23H27N3O2 from OMol25. Energies are from ωB97M-V/def2-TZVPD.

SMILES string   COc1ccccc1N1CCN(CC(=O)c2c(C)n(C)c3ccccc23)CC1
Charge   0
Max |F|   0.015 Eh/bohr

```
55
C23H27N3O2, DFT ωB97M-V/def2-TZVPD
C 4.01 -2.15 2.55
O 3.47 -1.09 1.81
C 4.00 -0.81 0.57
C 4.96 -1.59 -0.03
C 5.51 -1.25 -1.26
C 5.08 -0.10 -1.89
C 4.10 0.69 -1.30
C 3.52 0.36 -0.08
N 2.59 1.17 0.56
C 1.35 0.61 1.05
C 0.26 0.67 -0.02
N 0.03 2.05 -0.42
C -1.10 2.20 -1.33
C -2.40 2.14 -0.52
O -2.87 3.17 -0.08
C -2.98 0.83 -0.24
C -3.71 0.58 0.92
N -4.08 -0.73 0.95
C -3.64 -1.35 -0.19
C -3.81 -2.67 -0.60
C -3.29 -3.03 -1.83
C -2.64 -2.10 -2.64
C -2.47 -0.80 -2.23
C -2.95 -0.40 -0.98
H -1.99 -0.10 -2.89
H -2.27 -2.41 -3.60
H -3.40 -4.05 -2.18
H -4.32 -3.39 0.01
C -4.80 -1.35 2.02
H -4.14 -1.58 2.86
H -5.60 -0.70 2.37
H -5.25 -2.28 1.67
C -4.02 1.49 2.04
H -3.70 1.06 2.99
H -3.52 2.44 1.88
H -5.09 1.67 2.09
H -1.04 3.21 -1.75
H -1.07 1.47 -2.14
C 1.26 2.60 -0.97
C 2.36 2.52 0.09
H 3.29 2.95 -0.28
H 2.03 3.10 0.96
H 1.08 3.65 -1.23
H 1.56 2.06 -1.88
H -0.67 0.26 0.39
H 0.56 0.04 -0.89
H 1.50 -0.41 1.37
H 1.03 1.21 1.91
H 3.77 1.57 -1.83
H 5.50 0.20 -2.84
H 6.26 -1.87 -1.71
H 5.32 -2.49 0.46
H 5.09 -2.02 2.71
H 3.83 -3.12 2.07
H 3.50 -2.13 3.51
```

=====

Here is C19H44NO2P2SSn as an isolated structure in a non-equilibrium geometry from OMol25. Energies are from ωB97M-V/def2-TZVPD.

Charge   +1
Max |F|   0.050 Eh/bohr

```
70
C19H44NO2P2SSn, DFT ωB97M-V/def2-TZVPD
Sn 0.34 -0.22 0.44
P 2.01 -0.19 -1.50
P -1.96 -0.38 1.54
N -0.05 -2.24 -0.21
C 1.94 -2.03 -1.67
H 2.33 -2.32 -2.66
H 2.64 -2.44 -0.92
C 0.53 -2.64 -1.48
H -0.13 -2.38 -2.35
H 0.64 -3.74 -1.47
C -1.40 -2.73 0.00
H -1.36 -3.84 0.06
H -2.09 -2.48 -0.84
C -1.98 -2.22 1.34
H -1.41 -2.64 2.19
H -3.02 -2.58 1.45
C -3.54 0.24 0.84
C -3.56 1.73 0.51
H -4.55 1.97 0.07
H -2.78 2.01 -0.21
H -3.45 2.34 1.42
C -1.57 0.00 3.32
C -1.58 1.51 3.58
H -1.22 1.70 4.61
H -2.59 1.95 3.50
H -0.90 2.05 2.90
C 3.59 0.27 -0.65
C 3.76 1.79 -0.52
H 4.65 2.00 0.09
H 2.90 2.26 -0.03
H 3.92 2.27 -1.50
C 1.68 0.51 -3.16
C 1.27 1.98 -3.14
H 1.02 2.28 -4.18
H 2.11 2.62 -2.82
H 0.40 2.20 -2.51
C -1.17 0.45 -1.50
O -1.87 0.42 -2.40
C -2.44 -0.80 4.30
H -3.49 -0.48 4.27
H -2.39 -1.88 4.11
H -2.07 -0.63 5.31
C 4.81 -0.43 -1.28
H 5.68 -0.23 -0.64
H 4.68 -1.52 -1.32
H 5.03 -0.05 -2.28
C 2.89 0.27 -4.07
H 2.59 0.52 -5.10
H 3.73 0.92 -3.80
H 3.22 -0.78 -4.07
C -4.71 -0.13 1.76
H -4.69 0.49 2.66
H -5.63 0.11 1.22
H -4.73 -1.19 2.03
H -3.65 -0.32 -0.12
H 0.83 -0.08 -3.55
H -0.53 -0.35 3.44
H 3.46 -0.13 0.38
H 1.89 -1.28 1.96
H 1.86 -0.58 2.24
C 1.27 4.29 -0.17
S 0.00 3.13 0.41
C -0.87 4.26 1.53
O -0.93 2.90 -0.77
H 1.97 4.41 0.68
H 0.84 5.25 -0.46
H 1.82 3.89 -1.04
H -1.14 5.18 1.02
H -1.80 3.77 1.85
H -0.16 4.45 2.37
```

=====

Calculated relative energy (zero: lowest compared OMol25 entry of this formula, charge and spin) (kcal per mole), listed in the same order as above: 126.1, 98.1, 5.4, 49.5, 65.0, 0.0
Calculated E_tot (Eh), listed in the same order as above: -288.58104, -2005.71083, -356.84880, -591.25415, -1207.36692, -2250.44037